Model i:
The following is a DFT calculation (wB97M-V/def2-TZVPD) of a gas-phase ion, C19H25N2O (charge +1).

Last columns: bonded neighbours and bond lengths (Å).
Atoms and positions in Å:
1 C -1.81 4.03 -1.21  C2 1.486, H23 1.097, H24 1.074, H25 1.047
2 C -0.70 3.10 -0.90  C1 1.486, C3 1.393, H26 1.072
3 C -0.88 1.92 -0.17  C2 1.393, C4 1.472, C19 1.493
4 C 0.19 1.05 0.35  C3 1.472, N5 1.496, H27 1.082, H28 1.103
5 N -0.51 0.02 1.17  C4 1.496, C6 1.509, C17 1.433, C20 1.433
6 C 0.31 -0.68 2.22  N5 1.509, C7 1.576, H29 1.062, H30 1.156
7 C 1.37 -1.51 1.40  C6 1.576, C8 1.587, H31 1.162, H32 1.102
8 C 0.94 -2.36 0.13  C7 1.587, C9 1.499, C16 1.548, H33 1.109
9 C 1.90 -2.25 -1.02  C8 1.499, C10 1.343, C14 1.409
10 C 3.20 -2.56 -1.04  C9 1.343, C11 1.323, H34 1.072
11 C 3.89 -2.46 -2.16  C10 1.323, C12 1.416, H35 1.120
12 C 3.39 -1.86 -3.34  C11 1.416, C13 1.401, H36 1.038
13 C 2.03 -1.52 -3.28  C12 1.401, C14 1.382, H37 1.094
14 C 1.27 -1.64 -2.13  C9 1.409, C13 1.382, N15 1.399
15 N -0.03 -1.21 -1.84  C14 1.399, C16 1.521, H38 0.998
16 C -0.38 -1.84 -0.50  C8 1.548, N15 1.521, C17 1.593, H39 1.103
17 C -1.30 -0.92 0.41  N5 1.433, C16 1.593, C18 1.595, H40 1.102
18 C -2.41 -0.02 -0.29  C17 1.595, C19 1.488, H41 1.067, H42 1.126
19 C -2.08 1.25 0.41  C3 1.493, C18 1.488, C20 1.537, H43 1.171
20 C -1.62 0.71 1.77  N5 1.433, C19 1.537, C21 1.457, H44 1.120
21 C -1.45 1.76 2.75  C20 1.457, O22 1.444, H45 1.137, H46 1.113
22 O -1.57 1.21 4.08  C21 1.444, H47 1.011
23 H -1.42 4.62 -2.05  C1 1.097
24 H -2.74 3.58 -1.50  C1 1.074
25 H -2.01 4.72 -0.44  C1 1.047
26 H 0.32 3.25 -1.19  C2 1.072
27 H 0.96 1.57 0.91  C4 1.082
28 H 0.79 0.80 -0.54  C4 1.103
29 H 0.70 0.03 2.90  C6 1.062
30 H -0.40 -1.43 2.73  C6 1.156
31 H 2.15 -1.97 2.12  C7 1.162
32 H 1.92 -0.69 0.92  C7 1.102
33 H 0.78 -3.42 0.42  C8 1.109
34 H 3.71 -2.99 -0.19  C10 1.072
35 H 4.96 -2.79 -2.13  C11 1.120
36 H 4.07 -1.86 -4.12  C12 1.038
37 H 1.51 -1.06 -4.12  C13 1.094
38 H -0.75 -0.78 -2.38  N15 0.998
39 H -1.01 -2.75 -0.61  C16 1.103
40 H -1.80 -1.55 1.17  C17 1.102
41 H -2.20 0.11 -1.33  C18 1.067
42 H -3.45 -0.46 -0.32  C18 1.126
43 H -3.00 1.95 0.59  C19 1.171
44 H -2.43 0.06 2.20  C20 1.120
45 H -2.35 2.46 2.72  C21 1.137
46 H -0.52 2.36 2.69  C21 1.113
47 H -1.51 1.98 4.74  O22 1.011

Results
SMILES: C/C=C1/C[N@+]23CC[C@@H]4c5ccccc5N[C@@H]4[C@@H]2C[C@H]1[C@@H]3CO
LUMO level: -2.295 eV
Total charge: +1
Kohn-Sham gap: 8.3 eV

Atom charges from the Mulliken analysis, given in e for atoms 1 to 4:
1 C -1.4218
2 C -0.4425
3 C -0.1823
4 C -0.8530

---

Model ii:
The following is a DFT calculation (wB97M-V/def2-TZVPD) of a gas-phase ion, C19H25N2O (charge +1).

Last columns: bonded neighbours and bond lengths (Å).
Atoms and positions in Å:
1 C -0.41 6.06 1.10  N2 1.448, H23 1.088, H24 1.098, H25 1.088
2 N -0.14 4.68 1.45  C1 1.448, C3 1.439, C22 1.439
3 C 1.24 4.29 1.41  N2 1.439, C4 1.541, H26 1.090, H27 1.096
4 C 1.74 3.98 -0.01  C3 1.541, N5 1.479, H28 1.090, H29 1.092
5 N 0.89 2.93 -0.61  C4 1.479, C6 1.482, C21 1.481, H30 1.041
6 C 1.37 2.42 -1.91  N5 1.482, C7 1.534, H31 1.092, H32 1.090
7 C 0.88 0.97 -2.08  C6 1.534, O8 1.410, H33 1.098, H34 1.096
8 O 1.07 0.37 -0.82  C7 1.410, C9 1.394
9 C 0.61 -0.93 -0.61  O8 1.394, C10 1.390, C20 1.384
10 C 0.71 -1.40 0.69  C9 1.390, C11 1.379, H35 1.079
11 C 0.28 -2.67 1.00  C10 1.379, C12 1.395, H36 1.079
12 C -0.28 -3.50 0.02  C11 1.395, C13 1.470, C19 1.391
13 C -0.76 -4.84 0.35  C12 1.470, C14 1.393, C18 1.393
14 C -1.95 -5.33 -0.19  C13 1.393, C15 1.382, H37 1.080
15 C -2.40 -6.59 0.13  C14 1.382, C16 1.385, H38 1.080
16 C -1.67 -7.40 0.99  C15 1.385, C17 1.385, H39 1.079
17 C -0.48 -6.93 1.52  C16 1.385, C18 1.382, H40 1.080
18 C -0.03 -5.66 1.21  C13 1.393, C17 1.382, H41 1.080
19 C -0.37 -3.00 -1.28  C12 1.391, C20 1.385, H42 1.079
20 C 0.07 -1.73 -1.60  C9 1.384, C19 1.385, H43 1.079
21 C -0.52 3.38 -0.63  N5 1.481, C22 1.541, H44 1.089, H45 1.092
22 C -0.97 3.70 0.80  N2 1.439, C21 1.541, H46 1.090, H47 1.096
23 H -1.46 6.27 1.29  C1 1.088
24 H -0.19 6.31 0.05  C1 1.098
25 H 0.18 6.70 1.74  C1 1.088
26 H 1.85 5.08 1.85  C3 1.090
27 H 1.36 3.39 2.03  C3 1.096
28 H 2.78 3.63 0.03  C4 1.090
29 H 1.69 4.87 -0.64  C4 1.092
30 H 0.93 2.08 0.00  N5 1.041
31 H 2.46 2.42 -1.89  C6 1.092
32 H 1.03 3.05 -2.73  C6 1.090
33 H -0.18 0.94 -2.37  C7 1.098
34 H 1.47 0.47 -2.85  C7 1.096
35 H 1.14 -0.76 1.45  C10 1.079
36 H 0.35 -3.02 2.02  C11 1.079
37 H -2.53 -4.70 -0.84  C14 1.080
38 H -3.33 -6.95 -0.28  C15 1.080
39 H -2.02 -8.39 1.24  C16 1.079
40 H 0.10 -7.56 2.19  C17 1.080
41 H 0.91 -5.31 1.62  C18 1.080
42 H -0.77 -3.63 -2.06  C19 1.079
43 H 0.00 -1.39 -2.63  C20 1.079
44 H -1.15 2.61 -1.06  C21 1.089
45 H -0.58 4.28 -1.26  C21 1.092
46 H -2.00 4.05 0.79  C22 1.090
47 H -0.94 2.78 1.40  C22 1.096

Results
SMILES: CN1CC[NH+](CCOc2ccc(-c3ccccc3)cc2)CC1
LUMO level: -2.310 eV
Total charge: +1
Kohn-Sham gap: 8.3 eV

Atom charges from the Mulliken analysis, given in e for atoms 1 to 4:
1 C -0.9112
2 N 0.1281
3 C -0.9789
4 C -0.4410

---

Quick one: least stable of them? model i

---

Model i:
The following is a DFT calculation (wB97M-V/def2-TZVPD) of a gas-phase ion, CH3ClN3S (charge +1).

Last columns: bonded neighbours and bond lengths (Å).
Atoms and positions in Å:
1 C -0.85 0.79 -0.83  N3 1.277, S5 1.785, H7 1.054
2 N 1.05 0.62 2.04  N4 1.177, H8 1.029
3 N -0.51 0.71 0.40  C1 1.277, N4 1.198
4 N 0.27 0.31 1.21  N2 1.177, N3 1.198
5 S 0.23 -0.06 -1.97  C1 1.785, Cl6 2.111, H9 1.317
6 Cl 2.07 0.76 -1.35  S5 2.111
7 H -1.51 1.41 -1.36  C1 1.054
8 H 1.18 0.09 2.91  N2 1.029
9 H 0.34 -1.18 -1.29  S5 1.317

Results
LUMO level (alpha / beta): -6.399 / -6.399 eV
Total charge: +1
Kohn-Sham gap (alpha / beta): 7.2 / 7.2 eV

Atom charges from the Mulliken analysis, given in e for atoms 1 to 4:
1 C -0.0608
2 N -0.4677
3 N 0.1799
4 N 0.1841

---

Model ii:
The following is a DFT calculation (wB97M-V/def2-TZVPD) of a gas-phase ion, CH3ClN3S (charge +1).

Last columns: bonded neighbours and bond lengths (Å).
Atoms and positions in Å:
1 H 2.94 -1.63 0.33  N2 1.096
2 N 1.91 -1.59 0.71  H1 1.096, N3 1.167
3 N 1.39 -0.55 0.61  N2 1.167, Cl4 2.000, N5 1.261
4 Cl 2.40 1.03 -0.07  N3 2.000
5 N 0.15 -0.31 0.62  N3 1.261, C6 1.273
6 C -0.87 0.20 1.17  N5 1.273, S7 1.734, H8 1.101
7 S -2.41 -0.17 0.47  C6 1.734, H9 1.222
8 H -0.93 0.57 2.20  C6 1.101
9 H -3.18 0.37 1.26  S7 1.222

Results
SMILES: [H]/N=[N+](Cl)/N=C/S
LUMO level: -7.065 eV
Total charge: +1
Kohn-Sham gap: 8.0 eV

Atom charges from the Mulliken analysis, given in e for atoms 1 to 4:
1 H 0.3806
2 N -0.3983
3 N 0.1569
4 Cl 0.0254

---

Quick one: least stable of them? model ii

---

Model i:
The following is a DFT calculation (wB97M-V/def2-TZVPD) of 11 unconnected molecules or ions with the total composition BF4H20O10.

Last columns: bonded neighbours and bond lengths (Å).
Atoms and positions in Å:
1 B -0.61 -0.19 1.00  F2 1.338, F3 1.416, F4 1.356, F5 1.364
2 F 0.15 -0.33 2.09  B1 1.338
3 F -0.53 1.19 0.69  B1 1.416
4 F -0.09 -0.88 -0.04  B1 1.356
5 F -1.86 -0.71 1.23  B1 1.364
6 O -4.00 1.51 -0.83  H7 0.934, H8 0.938
7 H -3.17 1.92 -0.70  O6 0.934
8 H -3.76 0.63 -0.60  O6 0.938
9 O -2.50 -2.92 -0.22  H10 1.000, H11 0.937
10 H -2.16 -2.26 0.45  O9 1.000
11 H -3.42 -2.77 -0.20  O9 0.937
12 O 0.96 -2.99 -1.29  H13 0.964, H14 0.913
13 H 0.22 -2.40 -1.43  O12 0.964
14 H 0.96 -3.07 -0.38  O12 0.913
15 O 2.92 -1.39 0.42  H16 0.934, H17 0.943
16 H 2.88 -2.09 -0.21  O15 0.934
17 H 2.45 -1.76 1.14  O15 0.943
18 O 1.38 3.95 -0.66  H19 0.942, H20 0.982
19 H 1.93 3.50 -1.28  O18 0.942
20 H 1.46 3.34 0.10  O18 0.982
21 O -1.66 3.16 -0.48  H22 0.933, H23 0.965
22 H -1.60 2.95 0.43  O21 0.933
23 H -1.17 2.43 -0.87  O21 0.965
24 O -2.47 -0.42 -1.68  H25 0.928, H26 0.993
25 H -1.87 -0.76 -1.06  O24 0.928
26 H -2.18 0.49 -1.94  O24 0.993
27 O 2.39 1.63 0.70  H28 0.950, H29 0.937
28 H 2.59 0.81 0.25  O27 0.950
29 H 1.60 1.62 1.20  O27 0.937
30 O 2.34 -2.45 2.81  H31 0.946, H32 0.978
31 H 1.95 -1.67 3.19  O30 0.946
32 H 3.21 -2.62 3.22  O30 0.978
33 O 1.12 0.68 -2.04  H34 0.953, H35 0.965
34 H 0.83 0.48 -1.16  O33 0.953
35 H 1.72 1.42 -1.86  O33 0.965

Results
LUMO level: 2.589 eV
Total charge: -1
Kohn-Sham gap: 10.2 eV

Atom charges from the Mulliken analysis, given in e for atoms 1 to 4:
1 B 0.4840
2 F -0.3058
3 F -0.3116
4 F -0.1760

---

Model ii:
The following is a DFT calculation (wB97M-V/def2-TZVPD) of 11 unconnected molecules or ions with the total composition BF4H20O10.

Last columns: bonded neighbours and bond lengths (Å).
Atoms and positions in Å:
1 B -0.68 -0.92 -0.71  F2 1.330, F3 1.364, F4 1.370, F5 1.378
2 F -1.82 -0.96 -1.39  B1 1.330
3 F -0.90 -0.45 0.55  B1 1.364
4 F -0.18 -2.19 -0.55  B1 1.370
5 F 0.21 -0.11 -1.38  B1 1.378
6 O -4.21 1.58 -0.39  H7 0.957, H8 0.953
7 H -3.54 0.90 -0.33  O6 0.957
8 H -4.50 1.68 0.51  O6 0.953
9 O 2.60 -2.17 -1.25  H10 0.949, H11 0.968
10 H 2.83 -2.31 -2.16  O9 0.949
11 H 1.69 -1.84 -1.35  O9 0.968
12 O -0.13 0.93 3.08  H13 0.950, H14 0.952
13 H -0.35 1.64 3.67  O12 0.950
14 H -0.83 0.31 3.26  O12 0.952
15 O -1.94 2.03 -1.80  H16 0.947, H17 0.984
16 H -2.67 2.03 -1.19  O15 0.947
17 H -2.02 1.17 -2.28  O15 0.984
18 O 2.03 -4.76 -0.53  H19 0.936, H20 0.984
19 H 2.06 -3.83 -0.56  O18 0.936
20 H 1.32 -5.02 -1.16  O18 0.984
21 O 0.74 2.36 -0.69  H22 0.969, H23 0.948
22 H 1.31 1.96 -0.02  O21 0.969
23 H 0.17 1.64 -0.92  O21 0.948
24 O 1.93 1.09 1.44  H25 0.970, H26 0.948
25 H 2.56 1.83 1.52  O24 0.970
26 H 1.13 1.27 1.92  O24 0.948
27 O -1.79 2.72 1.41  H28 0.967, H29 0.919
28 H -2.16 2.22 2.16  O27 0.967
29 H -1.27 2.14 0.94  O27 0.919
30 O 2.95 1.20 -2.17  H31 0.935, H32 0.952
31 H 2.05 1.11 -1.91  O30 0.935
32 H 3.04 0.66 -2.95  O30 0.952
33 O 0.43 -2.87 1.83  H34 0.939, H35 0.940
34 H 0.00 -2.72 1.00  O33 0.939
35 H -0.06 -2.30 2.39  O33 0.940

Results
LUMO level: 2.237 eV
Total charge: -1
Kohn-Sham gap: 9.4 eV

Atom charges from the Mulliken analysis, given in e for atoms 1 to 4:
1 B 0.6772
2 F -0.3133
3 F -0.3925
4 F -0.4744

---

Quick one: least stable of them? model ii